The following is a DFT calculation (ωB97M-V/def2-TZVPD) of 20 unconnected molecules or ions with the total composition C102H165N9O31.

Values from the calculation:
multiplicity = 1
frontier orbital gap = 7.414 eV
electronic energy = -185325.19509 eV

Each atom is followed by the atoms it is bonded to, with distances in Å.
Cartesian coordinates (Å):
1 C -4.636 4.336 -4.763  C2 1.519, H7 1.139, H8 1.096, H9 1.090
2 C -3.225 4.898 -4.765  C1 1.519, C3 1.546, N6 1.471, H10 1.084
3 C -2.460 4.915 -3.422  C2 1.546, O4 1.357, H11 1.107, H12 1.162
4 O -3.183 5.195 -2.308  C3 1.357, C5 1.449
5 C -3.541 6.598 -2.236  O4 1.449, H13 1.100, H14 1.097, H15 1.101
6 N -2.451 4.152 -5.769  C2 1.471, H16 1.018, H17 1.035
7 H -4.733 3.203 -4.700  C1 1.139
8 H -4.989 4.751 -5.714  C1 1.096
9 H -5.311 4.741 -4.010  C1 1.090
10 H -3.281 5.935 -5.076  C2 1.084
11 H -1.614 5.612 -3.575  C3 1.107
12 H -2.041 3.840 -3.287  C3 1.162
13 H -3.656 6.845 -1.171  C5 1.100
14 H -4.366 6.837 -2.920  C5 1.097
15 H -2.700 7.165 -2.664  C5 1.101
16 H -2.980 3.370 -6.148  N6 1.018
17 H -1.511 3.873 -5.434  N6 1.035
18 C 5.414 6.583 5.190  C19 1.517, H24 1.115, H25 1.061, H26 1.110
19 C 4.839 5.801 4.024  C18 1.517, C20 1.577, N23 1.466, H27 1.057
20 C 3.366 6.318 3.802  C19 1.577, O21 1.404, H28 1.115, H29 1.144
21 O 2.963 5.563 2.689  C20 1.404, C22 1.398
22 C 1.755 5.895 2.068  O21 1.398, H30 1.136, H31 1.092, H32 1.077
23 N 5.850 5.765 2.963  C19 1.466, H33 0.994, H34 1.032
24 H 4.834 6.530 6.140  C18 1.115
25 H 5.620 7.530 4.757  C18 1.061
26 H 6.415 6.121 5.318  C18 1.110
27 H 4.799 4.781 4.299  C19 1.057
28 H 3.320 7.424 3.669  C20 1.115
29 H 2.713 6.167 4.729  C20 1.144
30 H 1.851 6.909 1.567  C22 1.136
31 H 0.928 5.918 2.781  C22 1.092
32 H 1.483 5.172 1.317  C22 1.077
33 H 6.178 6.645 2.638  N23 0.994
34 H 5.505 5.063 2.289  N23 1.032
35 C 6.115 -5.541 1.441  C36 1.534, H41 1.124, H42 1.069, H43 1.120
36 C 4.846 -5.017 2.128  C35 1.534, C37 1.489, N40 1.459, H44 1.044
37 C 4.091 -4.028 1.309  C36 1.489, O38 1.391, H45 1.171, H46 1.090
38 O 4.861 -2.976 0.825  C37 1.391, C39 1.392
39 C 3.990 -2.154 0.113  O38 1.392, H47 1.087, H48 1.129, H49 1.124
40 N 3.921 -6.128 2.326  C36 1.459, H50 0.987, H51 1.031
41 H 6.890 -4.777 1.163  C35 1.124
42 H 5.804 -6.074 0.568  C35 1.069
43 H 6.681 -6.290 2.052  C35 1.120
44 H 5.179 -4.603 3.027  C36 1.044
45 H 3.256 -3.618 2.020  C37 1.171
46 H 3.566 -4.562 0.517  C37 1.090
47 H 4.489 -1.339 -0.404  C39 1.087
48 H 3.210 -1.840 0.866  C39 1.129
49 H 3.619 -2.841 -0.695  C39 1.124
50 H 3.365 -6.011 3.133  N40 0.987
51 H 4.490 -6.929 2.639  N40 1.031
52 C -5.132 -6.424 -5.368  C53 1.563, H58 1.104, H59 1.106, H60 1.066
53 C -5.095 -5.122 -4.505  C52 1.563, C54 1.577, N57 1.455, H61 1.151
54 C -4.683 -5.380 -3.005  C53 1.577, O55 1.381, H62 1.108, H63 1.077
55 O -3.436 -5.960 -2.883  C54 1.381, C56 1.448
56 C -2.377 -5.006 -2.628  O55 1.448, H64 1.111, H65 1.096, H66 1.076
57 N -4.256 -4.089 -5.092  C53 1.455, H67 1.014, H68 1.004
58 H -6.080 -6.964 -5.198  C52 1.104
59 H -4.298 -7.088 -5.072  C52 1.106
60 H -5.150 -6.257 -6.421  C52 1.066
61 H -6.152 -4.667 -4.518  C53 1.151
62 H -5.413 -6.033 -2.485  C54 1.108
63 H -4.621 -4.451 -2.464  C54 1.077
64 H -2.740 -4.601 -1.660  C56 1.111
65 H -2.393 -4.211 -3.382  C56 1.096
66 H -1.397 -5.426 -2.487  C56 1.076
67 H -4.699 -3.177 -5.133  N57 1.014
68 H -3.939 -4.285 -6.025  N57 1.004
69 C -1.562 -2.412 4.013  C70 1.483, H75 1.112, H76 1.097, H77 1.131
70 C -2.985 -2.380 3.596  C69 1.483, C71 1.481, N74 1.470, H78 1.084
71 C -2.911 -2.184 2.130  C70 1.481, O72 1.462, H79 1.090, H80 1.118
72 O -4.273 -2.113 1.602  C71 1.462, C73 1.447
73 C -4.237 -2.277 0.165  O72 1.447, H81 1.105, H82 1.064, H83 1.072
74 N -3.685 -3.617 3.967  C70 1.470, H84 0.977, H85 1.041
75 H -1.304 -2.405 5.095  C69 1.112
76 H -0.945 -1.575 3.662  C69 1.097
77 H -1.091 -3.378 3.663  C69 1.131
78 H -3.515 -1.531 4.012  C70 1.084
79 H -2.416 -3.042 1.676  C71 1.090
80 H -2.300 -1.307 1.804  C71 1.118
81 H -4.058 -3.343 -0.064  C73 1.105
82 H -3.379 -1.731 -0.149  C73 1.064
83 H -5.061 -1.789 -0.318  C73 1.072
84 H -4.628 -3.695 3.723  N74 0.977
85 H -3.660 -3.692 5.006  N74 1.041
86 C 1.463 1.943 0.116  C87 1.507, H92 1.102, H93 1.070, H94 1.064
87 C 1.577 0.913 -0.978  C86 1.507, C88 1.548, N91 1.486, H95 1.107
88 C 0.884 -0.359 -0.433  C87 1.548, O89 1.424, H96 1.104, H97 1.110
89 O 1.003 -1.368 -1.430  C88 1.424, C90 1.397
90 C 0.441 -2.556 -0.956  O89 1.397, H98 1.096, H99 1.119, H100 1.078
91 N 0.977 1.376 -2.257  C87 1.486, H101 1.034, H102 1.019
92 H 0.443 2.258 0.390  C86 1.102
93 H 2.083 2.814 0.073  C86 1.070
94 H 1.894 1.434 0.945  C86 1.064
95 H 2.667 0.770 -1.104  C87 1.107
96 H -0.183 -0.219 -0.182  C88 1.104
97 H 1.350 -0.810 0.468  C88 1.110
98 H -0.643 -2.420 -0.861  C90 1.096
99 H 0.837 -2.813 0.058  C90 1.119
100 H 0.766 -3.359 -1.598  C90 1.078
101 H 1.132 0.571 -2.887  N91 1.034
102 H 1.632 2.115 -2.502  N91 1.019
103 C 2.990 -0.801 3.763  C104 1.502, H109 1.114, H110 1.071, H111 1.093
104 C 2.251 0.443 4.166  C103 1.502, C105 1.526, N108 1.493, H112 1.083
105 C 1.306 0.259 5.351  C104 1.526, O106 1.441, H113 1.105, H114 1.163
106 O 2.070 -0.054 6.532  C105 1.441, C107 1.421
107 C 1.388 0.168 7.758  O106 1.421, H115 1.062, H116 1.093, H117 1.098
108 N 3.232 1.533 4.439  C104 1.493, H118 1.003, H119 1.005
109 H 3.395 -1.311 4.668  C103 1.114
110 H 3.794 -0.543 3.103  C103 1.071
111 H 2.393 -1.604 3.323  C103 1.093
112 H 1.628 0.837 3.373  C104 1.083
113 H 0.600 -0.550 5.087  C105 1.105
114 H 0.726 1.236 5.595  C105 1.163
115 H 0.421 -0.259 7.861  C107 1.062
116 H 1.343 1.250 7.913  C107 1.093
117 H 2.002 -0.296 8.542  C107 1.098
118 H 3.808 1.184 5.183  N108 1.003
119 H 3.866 1.562 3.660  N108 1.005
120 C -8.760 -5.308 2.522  C121 1.489, H126 1.062, H127 1.097, H128 1.110
121 C -7.738 -4.252 2.759  C120 1.489, C122 1.522, N125 1.445, H129 1.145
122 C -7.322 -3.592 1.452  C121 1.522, O123 1.418, H130 1.100, H131 1.116
123 O -8.400 -2.880 0.865  C122 1.418, C124 1.431
124 C -8.048 -2.261 -0.376  O123 1.431, H132 1.106, H133 1.077, H134 1.085
125 N -8.182 -3.238 3.687  C121 1.445, H135 1.025, H136 0.995
126 H -8.403 -5.995 1.795  C120 1.062
127 H -9.709 -4.880 2.175  C120 1.097
128 H -9.042 -5.774 3.489  C120 1.110
129 H -6.844 -4.856 3.143  C121 1.145
130 H -6.899 -4.322 0.745  C122 1.100
131 H -6.505 -2.851 1.622  C122 1.116
132 H -7.155 -1.620 -0.250  C124 1.106
133 H -8.897 -1.679 -0.690  C124 1.077
134 H -7.875 -2.980 -1.170  C124 1.085
135 H -8.032 -2.299 3.308  N125 1.025
136 H -7.602 -3.212 4.495  N125 0.995
137 C 0.263 -2.195 -4.840  C138 1.505, H143 1.071, H144 1.126, H145 1.100
138 C 1.058 -1.947 -6.094  C137 1.505, C139 1.525, N142 1.437, H146 1.080
139 C 2.551 -1.924 -5.785  C138 1.525, O140 1.414, H147 1.063, H148 1.092
140 O 2.620 -0.877 -4.837  C139 1.414, C141 1.388
141 C 3.928 -0.580 -4.478  O140 1.388, H149 1.027, H150 1.102, H151 1.108
142 N 0.898 -2.986 -7.074  C138 1.437, H152 1.013, H153 1.018
143 H -0.749 -2.359 -5.150  C137 1.071
144 H 0.345 -1.310 -4.149  C137 1.126
145 H 0.708 -3.060 -4.328  C137 1.100
146 H 0.683 -1.054 -6.571  C138 1.080
147 H 3.197 -1.794 -6.618  C139 1.063
148 H 2.851 -2.821 -5.239  C139 1.092
149 H 4.634 -1.305 -4.653  C141 1.027
150 H 3.972 -0.390 -3.393  C141 1.102
151 H 4.346 0.321 -4.969  C141 1.108
152 H 0.957 -3.922 -6.690  N142 1.013
153 H 1.713 -2.860 -7.671  N142 1.018
154 C 2.811 -6.834 -1.317  C155 1.394, C159 1.376, H162 1.106
155 C 2.454 -6.787 -2.663  C154 1.394, C156 1.377, H163 1.079
156 C 1.268 -7.376 -3.040  C155 1.377, C157 1.379, O161 1.386
157 C 0.544 -8.125 -2.136  C156 1.379, C158 1.363, H164 1.102
158 C 0.965 -8.198 -0.842  C157 1.363, C159 1.394, H165 1.126
159 C 2.102 -7.541 -0.373  C154 1.376, C158 1.394, O160 1.347
160 O 2.355 -7.706 0.939  C159 1.347, H166 0.978
161 O 0.833 -7.176 -4.341  C156 1.386, H167 0.945
162 H 3.806 -6.467 -1.006  C154 1.106
163 H 3.037 -6.278 -3.415  C155 1.079
164 H -0.369 -8.650 -2.462  C157 1.102
165 H 0.528 -8.842 -0.027  C158 1.126
166 H 3.074 -7.134 1.275  O160 0.978
167 H 0.124 -7.782 -4.495  O161 0.945
168 C -3.338 1.497 2.750  C169 1.390, C173 1.399, H176 1.120
169 C -2.078 1.969 2.404  C168 1.390, C170 1.370, H177 1.144
170 C -1.308 2.680 3.286  C169 1.370, C171 1.418, O175 1.379
171 C -1.716 2.769 4.641  C170 1.418, C172 1.388, H178 1.070
172 C -2.968 2.296 5.007  C171 1.388, C173 1.420, H179 1.113
173 C -3.837 1.731 4.036  C168 1.399, C172 1.420, O174 1.337
174 O -4.960 1.222 4.552  C173 1.337, H180 0.959
175 O -0.119 3.179 2.798  C170 1.379, H181 0.966
176 H -3.965 0.930 2.016  C168 1.120
177 H -1.718 1.902 1.319  C169 1.144
178 H -1.144 3.278 5.389  C171 1.070
179 H -3.307 2.420 6.060  C172 1.113
180 H -5.444 0.711 3.901  O174 0.959
181 H 0.549 3.354 3.473  O175 0.966
182 C -3.644 -6.447 0.171  C183 1.404, C187 1.416, H190 1.102
183 C -3.401 -5.981 1.473  C182 1.404, C184 1.396, H191 1.074
184 C -2.694 -6.816 2.339  C183 1.396, C185 1.397, O189 1.362
185 C -2.344 -8.130 2.016  C184 1.397, C186 1.365, H192 1.066
186 C -2.622 -8.591 0.762  C185 1.365, C187 1.387, H193 1.120
187 C -3.192 -7.743 -0.177  C182 1.416, C186 1.387, O188 1.410
188 O -3.549 -8.289 -1.427  C187 1.410, H194 0.985
189 O -2.484 -6.408 3.622  C184 1.362, H195 0.957
190 H -4.177 -5.780 -0.527  C182 1.102
191 H -3.669 -4.981 1.757  C183 1.074
192 H -1.902 -8.785 2.730  C185 1.066
193 H -2.387 -9.622 0.394  C186 1.120
194 H -3.334 -7.626 -2.123  O188 0.985
195 H -2.663 -5.471 3.546  O189 0.957
196 C -2.256 -0.080 -2.750  C197 1.415, C201 1.373, H204 1.066
197 C -3.161 -0.958 -3.392  C196 1.415, C198 1.396, H205 1.091
198 C -4.517 -0.770 -3.114  C197 1.396, C199 1.444, O203 1.357
199 C -4.875 0.278 -2.188  C198 1.444, C200 1.353, H206 1.136
200 C -3.978 1.050 -1.534  C199 1.353, C201 1.381, H207 1.068
201 C -2.648 0.906 -1.879  C196 1.373, C200 1.381, O202 1.364
202 O -1.750 1.748 -1.292  C201 1.364, H208 0.984
203 O -5.477 -1.481 -3.756  C198 1.357, H209 0.982
204 H -1.229 -0.243 -2.985  C196 1.066
205 H -2.758 -1.779 -3.986  C197 1.091
206 H -5.978 0.374 -1.933  C199 1.136
207 H -4.062 1.878 -0.865  C200 1.068
208 H -0.880 1.727 -1.753  O202 0.984
209 H -6.003 -0.899 -4.347  O203 0.982
210 C 1.966 3.646 7.053  C211 1.339, C215 1.372, H218 1.070
211 C 1.655 4.026 8.298  C210 1.339, C212 1.420, H219 1.093
212 C 0.844 5.171 8.525  C211 1.420, C213 1.393, O217 1.393
213 C 0.279 5.763 7.399  C212 1.393, C214 1.386, H220 1.098
214 C 0.577 5.260 6.142  C213 1.386, C215 1.363, H221 1.075
215 C 1.350 4.156 5.937  C210 1.372, C214 1.363, O216 1.344
216 O 1.701 3.771 4.698  C215 1.344, H222 1.061
217 O 0.578 5.668 9.799  C212 1.393, H223 0.993
218 H 2.612 2.837 6.782  C210 1.070
219 H 2.165 3.476 9.093  C211 1.093
220 H -0.270 6.713 7.440  C213 1.098
221 H 0.159 5.820 5.324  C214 1.075
222 H 2.424 2.996 4.655  O216 1.061
223 H 1.413 5.925 10.271  O217 0.993
224 C 2.406 2.241 -5.864  C225 1.439, C229 1.412, H232 1.091
225 C 2.980 1.430 -6.905  C224 1.439, C226 1.360, H233 1.091
226 C 2.170 0.918 -7.871  C225 1.360, C227 1.356, O231 1.377
227 C 0.859 1.248 -7.969  C226 1.356, C228 1.441, H234 1.049
228 C 0.249 2.035 -6.927  C227 1.441, C229 1.374, H235 1.088
229 C 1.010 2.460 -5.865  C224 1.412, C228 1.374, O230 1.352
230 O 0.414 3.143 -4.863  C229 1.352, H236 1.026
231 O 2.700 0.137 -8.874  C226 1.377, H237 0.966
232 H 3.076 2.627 -5.095  C224 1.091
233 H 4.054 1.240 -6.920  C225 1.091
234 H 0.166 0.937 -8.692  C227 1.049
235 H -0.825 2.190 -7.016  C228 1.088
236 H 1.167 3.369 -4.202  O230 1.026
237 H 3.432 0.684 -9.188  O231 0.966
238 C -2.120 5.216 2.105  C239 1.387, C243 1.369, H246 1.092
239 C -2.872 4.696 1.063  C238 1.387, C240 1.343, H247 1.070
240 C -4.172 4.957 0.854  C239 1.343, C241 1.439, O245 1.378
241 C -4.857 5.808 1.790  C240 1.439, C242 1.369, H248 1.056
242 C -4.159 6.273 2.872  C241 1.369, C243 1.442, H249 1.088
243 C -2.740 6.049 2.997  C238 1.369, C242 1.442, O244 1.358
244 O -1.980 6.465 4.042  C243 1.358, H250 0.984
245 O -4.887 4.412 -0.191  C240 1.378, H251 0.981
246 H -1.049 5.011 2.169  C238 1.092
247 H -2.331 3.987 0.472  C239 1.070
248 H -5.887 6.041 1.759  C241 1.056
249 H -4.653 6.920 3.595  C242 1.088
250 H -2.580 6.953 4.650  O244 0.984
251 H -4.337 4.150 -0.960  O245 0.981
252 C 5.610 1.839 -0.641  C253 1.378, C257 1.357, H260 1.082
253 C 5.072 2.018 0.615  C252 1.378, C254 1.372, H261 1.105
254 C 4.340 3.122 0.972  C253 1.372, C255 1.394, O259 1.315
255 C 4.369 4.179 0.064  C254 1.394, C256 1.401, H262 1.073
256 C 4.975 4.053 -1.193  C255 1.401, C257 1.367, H263 1.093
257 C 5.525 2.851 -1.541  C252 1.357, C256 1.367, O258 1.370
258 O 5.963 2.694 -2.829  C257 1.370, H264 0.967
259 O 3.886 3.277 2.197  C254 1.315, H265 1.013
260 H 6.235 0.991 -0.886  C252 1.082
261 H 5.336 1.223 1.336  C253 1.105
262 H 3.884 5.043 0.474  C255 1.073
263 H 4.835 4.842 -1.935  C256 1.093
264 H 6.412 1.860 -3.022  O258 0.967
265 H 3.419 4.173 2.280  O259 1.013
266 C 5.712 3.523 -6.454  C267 1.399, C271 1.372, H274 1.080
267 C 5.598 3.317 -7.833  C266 1.399, C268 1.397, H275 1.082
268 C 4.578 3.947 -8.551  C267 1.397, C269 1.370, O273 1.418
269 C 3.717 4.838 -7.965  C268 1.370, C270 1.384, H276 1.072
270 C 3.759 4.922 -6.584  C269 1.384, C271 1.409, H277 1.054
271 C 4.762 4.288 -5.824  C266 1.372, C270 1.409, O272 1.379
272 O 4.745 4.475 -4.458  C271 1.379, H278 0.996
273 O 4.391 3.476 -9.876  C268 1.418, H279 0.976
274 H 6.610 3.169 -5.970  C266 1.080
275 H 6.287 2.667 -8.355  C267 1.082
276 H 2.866 5.239 -8.478  C269 1.072
277 H 3.046 5.512 -6.078  C270 1.054
278 H 5.089 3.655 -4.008  O272 0.996
279 H 3.586 3.942 -10.173  O273 0.976
280 C 3.353 -4.099 5.821  C281 1.395, C285 1.391, H288 1.110
281 C 3.949 -5.321 5.511  C280 1.395, C282 1.357, H289 1.084
282 C 3.253 -6.466 5.727  C281 1.357, C283 1.368, O287 1.369
283 C 1.954 -6.421 6.152  C282 1.368, C284 1.379, H290 1.070
284 C 1.330 -5.221 6.424  C283 1.379, C285 1.378, H291 1.109
285 C 2.028 -4.046 6.242  C280 1.391, C284 1.378, O286 1.394
286 O 1.336 -2.855 6.450  C285 1.394, H292 0.965
287 O 3.953 -7.631 5.568  C282 1.369, H293 0.938
288 H 3.948 -3.170 5.695  C280 1.110
289 H 5.005 -5.386 5.273  C281 1.084
290 H 1.290 -7.260 6.180  C283 1.070
291 H 0.260 -5.197 6.713  C284 1.109
292 H 1.927 -2.097 6.542  O286 0.965
293 H 3.881 -8.135 6.356  O287 0.938
294 C 0.564 4.957 -1.761  C295 1.412, C299 1.388, H302 1.092
295 C 0.146 6.054 -0.977  C294 1.412, C296 1.444, H303 1.096
296 C 0.963 7.236 -0.827  C295 1.444, C297 1.365, O301 1.366
297 C 1.996 7.418 -1.699  C296 1.365, C298 1.368, H304 1.086
298 C 2.374 6.403 -2.534  C297 1.368, C299 1.373, H305 1.122
299 C 1.725 5.194 -2.482  C294 1.388, C298 1.373, O300 1.367
300 O 2.250 4.155 -3.200  C299 1.367, H306 0.976
301 O 0.644 8.241 0.041  C296 1.366, H307 0.944
302 H 0.026 4.026 -1.953  C294 1.092
303 H -0.775 6.134 -0.388  C295 1.096
304 H 2.648 8.284 -1.635  C297 1.086
305 H 3.304 6.479 -3.158  C298 1.122
306 H 3.083 4.408 -3.642  O300 0.976
307 H 0.001 7.840 0.605  O301 0.944